Entry 1:
The following is a DFT calculation (ωB97M-V/def2-TZVPD) of an isolated molecule of C4H8N2O2 in a non-equilibrium geometry.

XYZ file:
```
16
C4H8N2O2 | the OMol25 dataset | ωB97M-V/def2-TZVPD
C -0.732 1.781 0.591
O -0.357 0.805 -0.405
C -0.371 -0.482 0.047
C 0.929 -1.131 0.361
C 2.155 -0.616 0.204
N 2.440 0.516 -0.457
N -1.436 -1.219 0.047
O -2.537 -0.476 -0.349
H -1.142 2.683 0.157
H -1.491 1.323 1.239
H 0.128 2.192 1.107
H 0.950 -2.062 0.940
H 3.037 -1.215 0.501
H 1.654 1.038 -0.804
H 3.365 0.637 -0.780
H -2.255 0.381 -0.670
```

Computed properties:
Largest force on an atom, hartree/bohr: 0.0533
Relative energy (zero: lowest compared OMol25 entry of this formula, charge and spin), kcal per mole: 94.14
Kohn-Sham gap, eV: 8.57
Highest occupied orbital energy, Eh: -0.2876
Structure (SMILES): COC(/C=C\N)=N\O
Total energy, Ha: -417.1059
Total charge: 0
Multiplicity: 1

---

Entry 2:
The following is a DFT calculation (ωB97M-V/def2-TZVPD) of an isolated molecule of C4H3ClO2 in a non-equilibrium geometry.

XYZ file:
```
10
C4H3ClO2 | the OMol25 dataset | ωB97M-V/def2-TZVPD
O -0.826 -0.598 -1.667
C 0.032 -0.154 -0.651
C 0.707 -1.000 0.278
C 0.840 -0.144 1.320
O 0.295 1.166 1.098
C -0.172 1.066 -0.169
Cl -1.293 2.213 -0.916
H -1.574 -0.126 -2.020
H 0.888 -2.159 0.265
H 1.103 -0.264 2.461
```

Computed properties:
Largest force on an atom, hartree/bohr: 0.0923
Relative energy (zero: lowest compared OMol25 entry of this formula, charge and spin), kcal per mole: 43.73
Kohn-Sham gap, eV: 9.29
Highest occupied orbital energy, Eh: -0.3159
Structure (SMILES): Oc1ccoc1Cl
Total energy, Ha: -764.8092
Total charge: 0
Multiplicity: 1

---

Entry 3:
The following is a DFT calculation (ωB97M-V/def2-TZVPD) of a structure of composition C14H33Ba2F6LiN3O9S2 in a non-equilibrium geometry.

XYZ file:
```
70
C14H33Ba2F6LiN3O9S2 | the OMol25 dataset | ωB97M-V/def2-TZVPD
Li 1.682 2.177 -0.954
Ba -3.892 1.824 -1.047
Ba -0.164 0.558 -5.464
C -0.011 -1.631 -0.776
F 0.542 -1.390 0.348
F 0.806 -2.236 -1.606
F -1.042 -2.435 -0.617
S -0.626 -0.054 -1.613
O -0.188 -0.082 -3.024
O -2.093 0.017 -1.458
O 0.065 0.973 -0.829
C -0.538 5.526 -3.071
F -0.219 6.268 -2.046
F -1.693 5.889 -3.583
F 0.390 5.619 -4.019
S -0.547 3.707 -2.585
O 0.636 3.577 -1.740
O -1.809 3.509 -1.868
O -0.459 2.990 -3.848
C -1.763 3.526 3.216
C -1.924 2.564 2.036
C -2.895 1.431 2.356
O -2.980 0.531 1.235
C -3.520 -0.730 1.657
N -2.548 3.355 0.914
H -1.656 2.964 4.149
H -2.684 4.080 3.419
H -0.975 4.265 3.105
H -0.992 2.114 1.695
H -3.834 1.982 2.503
H -2.641 0.938 3.292
H -4.600 -0.658 1.820
H -3.070 -1.102 2.577
H -3.328 -1.446 0.857
H -3.212 4.080 1.175
H -1.764 3.873 0.524
C 1.448 -0.021 4.113
C 1.957 -0.912 5.259
C 3.053 -1.924 4.857
O 4.120 -1.397 4.070
C 5.141 -0.702 4.755
N 2.326 -0.063 6.416
H 1.988 0.916 3.964
H 0.446 0.350 4.363
H 1.351 -0.520 3.142
H 1.156 -1.579 5.596
H 2.533 -2.716 4.316
H 3.525 -2.380 5.733
H 5.711 -1.421 5.351
H 4.827 0.134 5.370
H 5.845 -0.276 4.039
H 1.468 0.324 6.792
H 2.898 0.684 6.053
C 2.153 -4.227 -4.778
C 1.068 -3.204 -5.147
C -0.238 -3.491 -4.427
O -1.153 -2.493 -4.903
C -2.521 -2.908 -4.740
N 1.500 -1.800 -4.964
H 3.141 -3.956 -5.147
H 1.915 -5.178 -5.262
H 2.152 -4.454 -3.710
H 0.949 -3.294 -6.229
H -0.174 -3.404 -3.350
H -0.473 -4.521 -4.705
H -2.775 -2.968 -3.682
H -2.698 -3.783 -5.362
H -3.143 -2.114 -5.166
H 1.611 -1.520 -3.991
H 2.440 -1.753 -5.358
```

Computed properties:
Largest force on an atom, hartree/bohr: 0.0432
Kohn-Sham gap, eV: 5.38
Highest occupied orbital energy, Eh: -0.5135
Total energy, Ha: -2848.0895
Total charge: +3
Multiplicity: 1

---

Entry 4:
The following is a DFT calculation (ωB97M-V/def2-TZVPD) of a cluster of 6 separate species, C20H39BBr2Cl10I2N3O2 in total.

XYZ file:
```
79
C20H39BBr2Cl10I2N3O2 | the OMol25 dataset | ωB97M-V/def2-TZVPD
C -2.841 0.591 1.133
C -3.971 1.492 0.618
C -3.572 2.659 -0.288
I -5.270 3.996 -0.286
C -3.069 2.492 -1.773
I -3.937 0.512 -2.548
O -3.599 3.391 -2.570
B -2.636 4.349 -3.231
O -1.326 3.757 -2.833
C -1.416 2.644 -2.038
C -0.639 2.999 -0.748
C 0.875 3.326 -0.818
N 1.672 2.142 -1.070
N 1.179 4.267 -1.872
N 1.281 3.910 0.495
C -0.817 1.423 -2.740
Br -0.573 -0.105 -1.613
C -0.427 1.228 -3.990
C 0.185 -0.037 -4.519
Br -0.648 2.521 -5.354
H -1.956 0.618 0.506
H -2.543 0.878 2.143
H -3.155 -0.454 1.161
H -4.736 0.905 0.120
H -4.459 1.939 1.484
H -2.823 3.253 0.226
H -2.755 5.472 -2.736
H -2.826 4.360 -4.434
H -1.110 3.929 -0.420
H -0.766 2.271 0.056
H 2.622 2.414 -1.296
H 1.720 1.566 -0.235
H 2.070 4.701 -1.643
H 0.477 4.992 -1.957
H 0.683 4.708 0.699
H 1.095 3.234 1.233
H 0.656 0.147 -5.481
H -0.592 -0.796 -4.655
H 0.930 -0.423 -3.826
Cl -1.058 -2.782 2.192
C 0.326 -2.402 1.125
C 1.333 -1.528 1.825
Cl 0.695 0.111 2.135
H -0.077 -1.927 0.236
H 0.785 -3.348 0.846
H 2.211 -1.411 1.190
H 1.628 -1.949 2.784
Cl 3.641 -3.654 4.227
C 3.022 -4.288 5.775
C 1.564 -4.657 5.700
Cl 0.515 -3.230 5.526
H 3.199 -3.530 6.534
H 3.605 -5.178 6.009
H 1.276 -5.156 6.624
H 1.363 -5.315 4.858
Cl -3.198 -0.124 6.528
C -3.288 -1.796 5.909
C -3.653 -1.851 4.448
Cl -5.329 -1.327 4.145
H -4.015 -2.328 6.517
H -2.303 -2.240 6.047
H -3.570 -2.880 4.099
H -2.997 -1.224 3.848
Cl -1.298 -3.569 -2.183
C 0.057 -4.083 -3.215
C 1.321 -4.280 -2.414
Cl 1.963 -2.731 -1.804
H 0.193 -3.330 -3.987
H -0.227 -5.028 -3.675
H 2.099 -4.724 -3.033
H 1.131 -4.922 -1.557
Cl 4.616 2.424 -2.775
C 6.033 1.369 -2.968
C 5.672 -0.081 -2.753
Cl 5.244 -0.421 -1.054
H 6.795 1.694 -2.264
H 6.399 1.504 -3.985
H 6.526 -0.712 -2.998
H 4.821 -0.366 -3.366
```

Computed properties:
Largest force on an atom, hartree/bohr: 0.0107
Kohn-Sham gap, eV: 6.35
Highest occupied orbital energy, Eh: -0.1724
Total energy, Ha: -11470.5151
Total charge: -1
Multiplicity: 1

---

Entry 5:
The following is a DFT calculation (ωB97M-V/def2-TZVPD) of the ion CH6N3O with charge +1 in a non-equilibrium geometry.

XYZ file:
```
11
CH6N3O | the OMol25 dataset | ωB97M-V/def2-TZVPD
N -1.444 0.530 -0.037
C -0.257 -0.025 -0.023
N -0.285 -1.363 -0.033
N 0.843 0.773 -0.049
O 2.018 -0.040 0.053
H -2.153 -0.086 0.257
H -1.624 1.527 -0.143
H -1.213 -1.644 -0.318
H 0.470 -1.946 0.338
H 0.930 1.686 0.196
H 2.716 0.588 -0.241
```

Computed properties:
Largest force on an atom, hartree/bohr: 0.1245
Relative energy (zero: lowest compared OMol25 entry of this formula, charge and spin), kcal per mole: 11.71
Kohn-Sham gap, eV: 11.66
Highest occupied orbital energy, Eh: -0.5508
Structure (SMILES): NC(=[NH2+])NO
Total energy, Ha: -280.9147
Total charge: +1
Multiplicity: 1

---

Entry 6:
The following is a DFT calculation (ωB97M-V/def2-TZVPD) of an isolated molecule of C4H7N3O in a non-equilibrium geometry.

XYZ file:
```
15
C4H7N3O | the OMol25 dataset | ωB97M-V/def2-TZVPD
N 0.036 1.885 -0.030
C -0.084 0.499 -0.098
C -1.225 -0.270 -0.052
O -2.393 0.378 0.036
C -0.828 -1.652 0.001
C 0.532 -1.639 -0.050
N 0.971 -0.345 -0.094
N 2.285 0.080 0.082
H -0.358 2.339 0.812
H -0.252 2.377 -0.888
H -3.095 -0.251 0.053
H -1.570 -2.429 0.116
H 1.299 -2.388 -0.088
H 2.284 0.679 0.893
H 2.399 0.737 -0.694
```

Computed properties:
Largest force on an atom, hartree/bohr: 0.0437
Relative energy (zero: lowest compared OMol25 entry of this formula, charge and spin), kcal per mole: 47.80
Kohn-Sham gap, eV: 8.33
Highest occupied orbital energy, Eh: -0.2775
Structure (SMILES): Nc1c(O)ccn1N
Total energy, Ha: -396.0722
Total charge: 0
Multiplicity: 1